9
Properties=species:S:1:pos:R:3:forces:R:3:mulliken_charge:R:1 method="wB97M-V/def2-TZVPD" homo_ev="-9.400 / -8.835" orbital_gap_ev="9.0 / 8.5"
C 1.837 0.368 0.644 -2.48 0.97 -0.86 -0.52
C -1.584 -0.402 -1.211 -0.13 0.27 1.94 0.10
C 0.525 0.490 0.747 1.54 -0.21 -1.83 0.00
N -0.668 0.384 -1.534 -0.72 -1.10 0.49 -0.39
Br -0.610 -0.054 1.986 -1.25 -0.30 1.50 -0.04
H 2.413 0.172 1.480 1.28 -0.58 1.51 0.32
H 2.263 0.639 -0.283 0.67 0.18 -0.81 0.28
H -2.336 -1.019 -1.714 0.48 0.43 -1.25 0.27
H -1.839 -0.579 -0.114 0.62 0.35 -0.69 -0.02